# 1
The following is a DFT calculation (ωB97M-V/def2-TZVPD) of a cluster of 2 separate species, C3H4NP in total at a distorted geometry.

```
9
C3H4NP ωB97M-V/def2-TZVPD
H 1.038 0.139 0.266
C 0.213 -0.601 0.019
H 0.196 -1.472 0.544
N -3.280 -1.735 0.752
H 0.263 -0.770 -1.091
C -2.533 -0.896 0.477
H -0.892 2.205 -0.701
P -2.124 1.654 -0.490
C -1.733 0.111 -0.034
```

Summary:
Total charge = 0
Orbital gap = 8.99 eV
Energy relative to the best compared isomer or geometry (same formula, charge and spin) = 2.483 eV

Here are the Löwdin charges for atoms 1 to 8, given in e:
1 H 0.0564
2 C 0.0315
3 H -0.0218
4 N 0.1533
5 H 0.0428
6 C -0.3893
7 H -0.1677
8 P 0.8630



# 2
The following is a DFT calculation (ωB97M-V/def2-TZVPD) of a structure of composition C26H40AsClF13O6S at a distorted geometry.

```
88
C26H40AsClF13O6S ωB97M-V/def2-TZVPD
F 4.581 0.341 2.398
F 4.634 -1.727 4.617
As -0.997 -0.903 0.209
O -5.342 -6.219 -0.320
H -2.454 -1.496 2.451
O -0.988 5.964 -1.804
F 8.106 -2.396 1.637
H 0.354 5.784 -3.584
H 1.532 0.912 1.431
F 6.665 -0.407 3.247
C -3.693 -2.423 0.773
C 5.481 -0.869 2.423
H 0.623 2.717 -0.038
C -1.275 -2.434 -1.076
C 2.100 -2.137 3.233
H 1.002 -2.782 0.177
H -3.246 3.992 -3.797
H -2.328 -2.435 -1.641
C 6.044 -1.029 0.907
H -0.659 3.379 1.313
H -0.865 8.118 0.591
H -1.808 -3.071 1.674
C 0.334 0.061 -1.001
F 1.856 -2.825 4.560
C -0.482 7.342 -1.567
C 3.472 -2.790 2.658
H -0.146 -2.298 3.109
H -2.908 -4.660 0.596
F 5.829 -3.313 3.336
H -3.979 -2.083 -0.291
C -2.473 0.183 -0.597
C 0.150 0.420 -2.465
O -0.257 -4.201 -2.533
H 0.764 -3.699 2.287
C 7.007 -2.316 0.607
O -6.559 -3.961 -0.166
F 3.475 -4.204 3.207
C -2.268 -2.000 1.398
H -1.303 2.252 -0.967
H -4.259 -4.346 1.887
C -2.958 2.024 -2.491
H 0.842 1.168 -3.038
H 1.429 0.392 -0.657
F 3.560 -2.975 1.195
C -0.744 5.536 -3.191
H -0.768 -0.059 -3.018
S -5.196 -4.656 -0.459
H -0.268 3.423 -2.481
C 0.719 -2.505 2.357
C 0.363 2.842 1.118
Cl -2.367 1.302 2.263
H -5.144 -3.323 -2.202
H 0.232 6.579 0.511
F 6.945 0.173 0.703
H 1.258 3.495 1.563
H -2.946 4.235 -1.933
H -1.508 6.060 -3.909
C 0.650 -1.882 0.883
H 1.602 -1.158 0.822
H 0.699 1.595 2.942
H -3.038 2.411 -0.255
O -0.451 8.308 -2.516
C 0.511 1.352 1.782
H -1.335 -3.432 -0.416
F 6.310 -3.601 0.383
C 0.042 7.635 -0.006
C -3.932 -4.079 0.796
O -4.629 -4.177 -2.001
C 4.876 -2.150 3.183
C -2.619 3.587 -2.871
C -0.183 -2.735 -2.218
H -0.931 -4.232 -3.299
F 7.726 -2.003 -0.686
H -0.776 3.555 -4.322
H -4.146 1.923 -2.482
C -0.785 0.386 1.746
C -1.047 3.892 -3.217
H -4.539 -2.003 1.505
H -2.734 -0.330 -1.647
H -2.507 1.249 -3.255
C -2.337 1.747 -0.958
H 1.002 8.327 0.019
H -0.691 -0.248 2.759
F 5.000 -0.842 -0.171
H -0.434 -2.201 -3.253
H 0.934 -2.481 -1.980
H -3.521 0.141 -0.020
F 2.116 -0.699 3.545
```

Summary:
Total charge = -1
Orbital gap = 6.06 eV

Here are the Löwdin charges for atoms 1 to 8, given in e:
1 F 0.0426
2 F 0.0297
3 As 0.8353
4 O -0.3943
5 H 0.0644
6 O -0.1236
7 F 0.0377
8 H 0.1436



# 3
The following is a DFT calculation (ωB97M-V/def2-TZVPD) of an isolated molecule of C4H8O2.

```
14
C4H8O2 ωB97M-V/def2-TZVPD
H -1.372 -0.866 -1.261
C -1.282 0.621 0.284
O 1.672 0.293 0.949
H -2.375 0.599 0.229
H -0.023 0.576 1.731
H 1.098 -1.529 -1.232
C 1.906 0.085 -0.340
H 0.664 -0.056 -1.990
H -0.955 1.534 -0.247
H 2.476 0.665 1.342
O -0.981 0.688 1.659
C -0.719 -0.625 -0.412
H -0.814 -1.464 0.286
C 0.705 -0.523 -0.998
```

Summary:
Total charge = 0
Orbital gap = 9.51 eV
Energy relative to the best compared isomer or geometry (same formula, charge and spin) = 3.472 eV

Here are the Löwdin charges for atoms 1 to 8, given in e:
1 H 0.1083
2 C -0.2817
3 O -0.0175
4 H 0.1139
5 H 0.0454
6 H 0.1173
7 C -0.0478
8 H 0.1053